# C65H65Cl4N5ORhSTe

A structure of composition C65H65Cl4N5ORhSTe at a distorted geometry (ωB97M-V/def2-TZVPD, the OMol25 dataset).

Last column: Löwdin charge in e.
Geometry (Å):
Rh -0.51132 -1.14032 -1.15659  0.625
C 0.05707 3.09563 -1.29285  -0.056
C -0.96423 2.48443 -0.33539  -0.372
C -1.10765 3.33865 0.92351  -0.031
C -2.29708 2.27646 -1.03059  -0.184
C -2.92944 3.35867 -1.63686  -0.027
C -4.12358 3.19674 -2.31671  -0.051
C -4.68043 1.93016 -2.41440  -0.022
C -4.07941 0.81551 -1.83495  -0.168
C -4.76295 -0.52483 -2.02062  -0.344
C -3.91248 -1.52446 -2.80192  -0.086
C -5.32183 -1.11704 -0.72555  -0.041
C -2.90355 1.03024 -1.12089  -0.262
N -2.22444 -0.06402 -0.46623  0.026
C -2.48153 -0.24622 0.79265  -0.155
C -1.76892 -1.37298 1.46852  -0.143
N -0.95924 -2.10389 0.76573  0.071
C -0.50137 -3.31449 1.42240  -0.192
C -1.37699 -4.40771 1.48612  -0.144
C -0.94460 -5.52493 2.19964  -0.030
C 0.29843 -5.57967 2.80179  -0.061
C 1.15693 -4.50260 2.67823  -0.038
C 0.77260 -3.35866 1.98899  -0.165
C 1.72360 -2.19623 1.89025  -0.366
C 2.89666 -2.53358 0.96811  -0.029
C 2.21064 -1.73939 3.26663  -0.038
C -2.76375 -4.52299 0.86579  -0.345
C -2.98615 -3.85432 -0.48238  -0.073
C -3.87109 -4.12595 1.84463  -0.036
C -2.21643 -1.38863 2.87978  -0.091
C -1.90073 -2.13157 3.98552  0.013
C -2.54500 -1.82329 5.20969  -0.042
C -3.47556 -0.82155 5.31285  -0.001
C -3.81813 -0.04018 4.18113  -0.143
C -4.76351 1.01598 4.13469  -0.002
C -4.99766 1.68821 2.96270  -0.043
C -4.30865 1.37635 1.76355  0.010
C -3.38718 0.36467 1.78789  -0.086
C -3.16006 -0.34227 2.99057  -0.085
H 1.03871 3.12231 -0.82669  0.069
H -0.20944 4.11597 -1.56871  0.087
H 0.14368 2.51105 -2.21263  0.026
H -0.57260 1.50269 -0.05090  0.082
H -1.61142 4.28029 0.70252  0.087
H -0.12300 3.57791 1.32742  0.039
H -1.67941 2.83052 1.70085  0.077
H -2.47573 4.33827 -1.57339  0.116
H -4.60764 4.04235 -2.78335  0.109
H -5.60002 1.79138 -2.96699  0.116
H -5.62671 -0.30229 -2.65260  0.128
H -2.92745 -1.68924 -2.34532  0.014
H -3.75638 -1.17544 -3.82413  0.060
H -4.42345 -2.48519 -2.86172  0.085
H -4.53599 -1.46264 -0.05805  0.046
H -5.95553 -1.97357 -0.95432  0.088
H -5.92346 -0.38839 -0.18317  0.085
H -1.60923 -6.37742 2.26635  0.122
H 0.60048 -6.46259 3.34663  0.110
H 2.14049 -4.54355 3.12693  0.118
H 1.17140 -1.37437 1.44029  0.084
H 3.36532 -3.47282 1.26704  0.088
H 3.65928 -1.75611 1.00621  0.075
H 2.57443 -2.62744 -0.06919  0.058
H 2.88526 -2.46793 3.71705  0.084
H 1.38237 -1.57699 3.95593  0.083
H 2.75860 -0.79931 3.17963  0.048
H -2.87159 -5.59832 0.68607  0.132
H -3.07420 -2.77523 -0.40837  0.024
H -3.92043 -4.22632 -0.90541  0.090
H -2.19549 -4.06353 -1.20290  0.077
H -3.88292 -3.04933 2.01904  0.066
H -3.75066 -4.61827 2.80921  0.086
H -4.84363 -4.40442 1.43872  0.087
H -1.19488 -2.94779 3.94672  0.110
H -2.29815 -2.40765 6.08541  0.110
H -3.95400 -0.62474 6.26315  0.119
H -5.30374 1.29029 5.03130  0.119
H -5.72526 2.48767 2.94728  0.110
H -4.51214 1.94168 0.86495  0.115
Cl -0.21375 2.98886 6.05975  0.691
C 1.09015 2.96072 4.91725  -0.656
C 2.07869 1.99480 5.02766  -0.084
C 3.09295 1.97287 4.08939  -0.022
C 3.14197 2.87902 3.03041  -0.184
C 4.25317 2.74505 2.01065  -0.292
C 4.27679 1.38753 1.31182  -0.049
N 3.26917 1.14207 0.29137  -0.036
C 3.55654 0.90460 -1.02877  -0.030
C 2.41779 0.40406 -1.57499  -0.143
N 1.43089 0.30978 -0.62380  0.026
C 1.97693 0.78609 0.47315  -0.167
O 5.51694 2.79253 2.65835  -0.113
C 6.07227 4.09804 2.78673  -0.138
C 6.27515 4.78245 1.46684  -0.334
C 7.03157 4.29215 0.44285  -0.975
Cl 7.93134 2.82864 0.44197  0.678
S 7.02713 5.29830 -0.93745  1.013
C 5.99960 6.42174 -0.16052  -0.400
C 5.67967 6.02479 1.09981  -0.160
C 2.16464 3.86944 2.99458  -0.576
Cl 2.24976 5.17297 1.83947  0.743
C 1.13278 3.91801 3.92231  -0.134
H 2.04793 1.27908 5.83448  0.112
H 3.87665 1.23215 4.17410  0.124
H 4.16684 3.53733 1.26116  0.118
H 4.21310 0.58612 2.05067  0.118
H 5.25080 1.30514 0.82961  0.124
H 4.53329 1.09135 -1.43475  0.127
H 2.25529 0.07393 -2.58201  0.051
H 1.49646 0.87729 1.43267  0.146
H 7.02262 3.94457 3.29882  0.137
H 5.43860 4.72057 3.42858  0.134
H 5.69040 7.31370 -0.67452  0.070
H 5.04162 6.58990 1.75989  0.102
H 0.39071 4.70011 3.87765  0.110
Cl 2.13466 -6.19086 -0.58452  0.732
C 1.94739 -4.79078 -1.57878  -0.641
C 2.86035 -4.48799 -2.57134  -0.063
C 2.63271 -3.34740 -3.32675  -0.027
C 1.53404 -2.55910 -3.03932  -0.156
N 0.66477 -2.83424 -2.05399  -0.017
C 0.87470 -3.94822 -1.34835  -0.162
H 3.71208 -5.12835 -2.74833  0.119
H 3.30159 -3.06671 -4.12684  0.117
H 1.31665 -1.67017 -3.61869  0.047
H 0.16343 -4.18527 -0.56959  0.089
C -1.07105 -0.99551 -5.32495  -0.378
Te -0.90539 0.22090 -3.58275  1.525
C 0.82184 0.96183 -4.59815  -0.395
C 0.45119 0.84039 -6.05493  -0.295
C 1.01619 1.64752 -7.03337  -0.035
C 0.67486 1.47185 -8.36490  -0.072
C -0.23262 0.48617 -8.72416  -0.071
C -0.80162 -0.31997 -7.75088  -0.034
C -0.46533 -0.14717 -6.41547  -0.296
H -2.12039 -1.21527 -5.50325  0.052
H -0.54112 -1.93730 -5.17417  0.062
H 1.68705 0.33872 -4.37138  0.038
H 1.03515 1.97956 -4.28149  0.061
H 1.72099 2.41914 -6.75248  0.116
H 1.10975 2.10874 -9.12160  0.107
H -0.50641 0.35301 -9.76058  0.107
H -1.51835 -1.08069 -8.03046  0.117

Properties
HOMO energy (spin up / spin down): -8.644 / -9.666 eV
Net charge: +1
F_max: 0.0265 Eh/bohr
Kohn-Sham gap (spin up / spin down): 5.84 / 6.91 eV
Total energy: -5482.3152 hartree